[1]
C6H4F2OS | ωB97M-V/def2-TZVPD

Geometry (Å):
C  -1.09  -0.40  -0.14
H  2.20  -0.62  1.08
C  -0.89  0.79  -0.96
H  0.58  2.13  -1.66
C  0.05  -0.86  0.72
H  2.37  1.41  -0.27
O  -0.23  -1.46  1.90
C  1.40  0.75  -0.27
C  0.33  1.29  -1.09
F  -2.04  1.40  -1.49
C  1.32  -0.21  0.66
F  -2.32  -0.58  0.52
S  -0.47  -2.00  -0.80
H  -1.20  -1.63  1.80

The total energy comes out at -904.113652 hartree. The HOMO energy is -9.163 eV. Its SMILES is O[C@]12C=CC=C(F)[C@@]1(F)S2. Its LUMO energy is -0.317 eV. The total charge is 0. The frontier orbital gap is 8.846 eV. Its relative energy (zero: lowest compared OMol25 entry of this formula, charge and spin) is 0.00 kJ/mol.

Just the Mulliken charges please, in e? Sure, here they are: 0.610, 0.396, 0.425, 0.453, 0.247, 0.210, -0.542, -0.123, -0.620, -0.270, -0.717, -0.348, -0.114, 0.393

---

[2]
C6H4GaO6S2SbSe4 | ωB97M-V/def2-TZVPD

Geometry (Å):
O  -2.15  1.11  -1.97
O  0.20  0.31  -1.88
Se  2.30  -3.69  -5.64
C  -1.21  2.62  0.22
H  0.15  1.12  3.48
O  -1.47  -1.02  -0.89
O  0.92  -0.95  2.94
Sb  2.25  -3.88  -3.24
Se  3.34  -5.80  -2.27
O  0.95  -1.32  0.56
Se  2.90  -1.69  -2.09
C  -0.25  1.56  2.58
C  -0.90  1.27  0.29
H  -1.60  3.01  -0.70
C  -1.05  3.44  1.33
O  -1.11  -1.79  1.84
Se  -0.16  -3.62  -2.35
Ga  0.64  -1.69  -1.35
S  0.09  -1.00  1.76
C  -0.57  2.90  2.51
H  -1.29  4.49  1.26
S  -1.15  0.37  -1.25
H  -0.44  3.53  3.38
C  -0.40  0.72  1.47

The total energy comes out at -13249.908334 hartree. The HOMO energy is -1.829 eV. Its LUMO energy is 4.204 eV. The total charge is -2. The frontier orbital gap is 6.033 eV.

Just the Mulliken charges please, in e? Sure, here they are: -0.698, -0.535, -0.709, -0.709, 0.491, -0.627, -0.739, 0.633, -0.704, -0.302, -0.473, -0.536, 0.375, 0.458, -0.527, -0.650, -0.395, 0.726, 1.385, -0.504, 0.361, 1.450, 0.358, -0.129